{
  "formula": "C41H62BF7NO19S",
  "method": "the ωB97M-V functional and the def2-TZVPD basis",
  "total_energy_ev": -114430.5679,
  "orbital_gap_ev": 8.32,
  "e_lumo_ev": -3.1,
  "max_force_ev_per_a": 9.8,
  "homo_ev": -11.43,
  "total_charge": 1,
  "symbols": ["S", "F", "F", "F", "F", "F", "F", "F", "O", "O", "O", "O", "O", "O", "O", "O", "O", "O", "O", "O", "O", "O", "O", "O", "O", "O", "O", "N", "C", "C", "C", "C", "C", "C", "C", "C", "C", "C", "C", "C", "C", "C", "C", "C", "C", "C", "C", "C", "C", "C", "C", "C", "C", "C", "C", "C", "C", "C", "C", "C", "C", "C", "C", "C", "C", "C", "C", "C", "C", "B", "H", "H", "H", "H", "H", "H", "H", "H", "H", "H", "H", "H", "H", "H", "H", "H", "H", "H", "H", "H", "H", "H", "H", "H", "H", "H", "H", "H", "H", "H", "H", "H", "H", "H", "H", "H", "H", "H", "H", "H", "H", "H", "H", "H", "H", "H", "H", "H", "H", "H", "H", "H", "H", "H", "H", "H", "H", "H", "H", "H", "H", "H"],
  "coordinates": [[1.042492, -6.002925, 0.105124], [2.036028, -5.069366, -2.243609], [4.159749, -3.044180, -2.411299], [3.448885, -6.522928, -1.000658], [5.260342, -2.514405, -0.366022], [5.698851, -4.665604, -1.290393], [4.021398, -4.649833, 1.079193], [2.587614, -2.876486, 0.052396], [0.447914, 3.884499, -2.597249], [3.057285, 2.354092, -7.421255], [0.070145, -7.473237, 5.234854], [5.170145, 9.118430, -3.973480], [-5.942715, 0.620044, -0.888160], [2.336314, 4.356325, -6.583501], [-6.663686, 2.622278, -0.050406], [-0.486000, -3.917809, -3.340147], [1.780641, -5.300717, 3.555575], [-3.623419, 2.438912, 2.914810], [0.128578, 1.625534, -2.757463], [-0.640136, -8.419058, 3.277433], [-2.656508, 1.093935, 1.148202], [-0.038814, -6.436024, -0.960718], [-1.397777, 4.523397, 5.694307], [-1.785578, -2.100436, -4.217751], [0.886891, 4.571693, 5.786642], [1.462907, -7.309202, 0.839975], [4.459864, 8.172609, -5.930900], [-1.993470, -3.570590, 1.890966], [0.212273, -9.399148, 6.542671], [-3.621112, -0.056417, 1.150866], [2.497987, -5.358813, -0.834057], [-0.677570, -2.710733, -0.357385], [-5.246090, 2.692869, -1.923839], [-1.277675, 1.634709, 3.503142], [-0.094520, 1.449702, -5.072421], [-2.924953, -1.223798, 2.061240], [-0.345074, 6.546198, 5.124741], [-2.413245, 5.433821, 5.275100], [5.223401, 6.772680, -4.111084], [-0.178959, 5.128137, 5.580458], [0.180747, 0.668425, -3.814346], [1.112078, -2.752819, 3.129485], [5.312273, 7.192518, -2.665662], [-1.024969, -3.850714, 0.753990], [-1.802074, 6.803398, 5.415270], [-6.536432, 3.988238, -0.442502], [-3.259534, -2.763680, 1.617337], [-5.956204, 1.839538, -0.916996], [3.753910, 4.426917, -8.456934], [-2.570171, 1.704762, 2.483594], [-2.160520, -4.972301, 2.518100], [3.722640, 5.783772, -7.800143], [0.652170, -7.962015, 6.442381], [2.463568, 5.722285, -6.975597], [3.366300, -4.153551, -0.166686], [-1.305604, -2.907861, -3.047385], [0.123401, -9.818987, 5.097249], [-0.212088, -8.527624, 4.414609], [5.752170, 8.629652, -2.765952], [-1.870408, -2.550751, -1.519821], [0.190986, -4.863492, 1.300701], [4.634142, -3.652002, -1.138972], [4.887912, 8.064043, -4.793725], [0.499510, 2.799734, -4.759456], [3.043796, 3.573586, -7.450091], [0.350140, 2.871520, -3.269925], [0.592382, -2.747055, 4.715080], [-0.864127, -5.926232, 2.056113], [-5.277360, 4.049724, -1.267048], [1.045543, -4.359530, 2.654015], [-1.177074, 1.549645, -5.217689], [2.223978, -2.400971, 3.022134], [-0.662196, -10.562252, 4.942961], [-7.424338, 4.270686, -1.017838], [-2.683263, 5.203126, 4.239226], [4.592666, 5.892881, -7.141233], [-3.298346, 5.315402, 5.906917], [3.191798, 4.415771, -9.394868], [0.263076, -3.112495, -0.973247], [-0.517106, -6.421260, 3.057804], [1.740481, -7.864472, 6.370055], [-2.720714, -3.368623, -1.333549], [1.520544, -3.024084, 5.403897], [-0.052575, 3.604503, -5.250334], [-4.221919, 2.347017, -2.081550], [-2.545031, -2.685287, -4.573409], [-0.569453, -0.109430, -3.644757], [2.526591, 6.356732, -6.086707], [-1.758204, -0.971204, 2.091736], [-0.386360, 0.972291, 3.065790], [1.681349, -6.247331, 3.236701], [3.731587, 6.614309, -8.510973], [-2.255466, 7.546834, 4.754294], [6.840481, 8.727194, -2.838278], [-1.577349, 1.261599, 4.595487], [-0.786087, 2.707194, 3.683608], [0.301931, 7.220529, 5.690493], [-4.407334, 4.158834, -0.608138], [-3.311751, -1.073071, 3.172961], [1.082595, -10.184117, 4.719835], [-3.705214, -2.899702, 0.548398], [-1.655580, -4.635615, 0.110622], [-0.492017, -1.631672, 0.073753], [-5.268413, 4.880261, -1.977877], [-0.126784, 6.605701, 4.054871], [-1.362970, -6.692214, 1.325374], [-3.154260, -5.423073, 2.054061], [-5.808202, 2.681723, -2.861772], [-2.322849, -4.940289, 3.699938], [-2.311056, -1.466464, -1.574141], [0.093474, -1.720991, 5.010480], [5.991133, 6.574976, -2.071574], [-3.663997, -0.441473, 0.048339], [-1.913936, 7.155661, 6.447942], [5.398459, 9.224666, -1.918918], [-4.668842, 0.259805, 1.598410], [1.174300, 0.208004, -3.819933], [4.437804, 6.029414, -4.265372], [-6.473409, 4.622684, 0.446388], [-4.098942, -3.151475, 2.373050], [0.298459, -7.367001, 7.289415], [6.182595, 6.407550, -4.488498], [1.575662, 6.004734, -7.550933], [-0.782340, -9.451500, 7.002038], [4.778081, 4.081065, -8.614646], [4.317660, 7.140167, -2.206296], [1.561810, 2.845987, -5.014786], [0.891133, -10.016691, 7.136760], [0.324520, 0.984345, -5.968523], [-1.634317, -3.045905, 2.745636], [0.433454, -2.069329, 2.438723], [-0.184508, -3.620950, 4.815161]],
  "atomic_forces_ev_per_a": [[-5.3, -8.1, -1.5], [1.7, -0.4, 5.1], [1.8, -2.7, 4.5], [-3.2, 4.0, 0.8], [-2.1, -3.9, -2.7], [-4.2, 3.7, 0.1], [-2.8, 1.8, -3.8], [2.1, -4.5, -0.3], [-0.3, -1.8, -0.5], [-0.4, 1.8, 0.6], [-0.5, -0.1, -1.1], [-0.4, -0.4, -0.8], [-0.2, 1.5, 0.5], [0.4, -0.9, -0.3], [0.4, -1.1, -0.3], [-5.2, 6.6, 2.6], [-2.5, 1.2, -3.4], [6.5, -4.9, -2.9], [0.0, 0.8, 0.4], [0.5, 0.2, 1.9], [-0.4, -0.3, 3.2], [4.0, 2.9, 3.5], [0.9, -0.2, 0.1], [-1.1, -2.9, 2.8], [-2.0, 0.4, -0.2], [-0.3, 5.5, -1.4], [0.5, 0.3, 1.8], [0.7, -0.4, 2.2], [-0.1, -0.6, 0.7], [0.4, -0.6, 0.3], [2.5, -1.1, -3.8], [0.0, 0.3, -0.9], [0.4, 0.3, 0.0], [1.1, -0.1, -0.4], [-0.3, -0.3, -0.9], [-0.2, 0.7, 0.6], [-0.1, 0.5, 0.2], [-0.9, 0.1, -0.2], [-0.2, -0.3, 0.3], [1.9, -0.9, 0.2], [0.0, -0.8, -0.1], [-0.5, -0.6, 0.1], [-0.1, -0.6, 0.7], [0.4, -1.5, -3.7], [-0.4, 0.8, 0.1], [-0.3, 0.8, 0.2], [-1.9, 0.9, 0.8], [-0.3, -1.5, 0.0], [0.4, 0.3, 0.0], [-5.3, 4.1, 2.4], [-1.3, -2.0, 0.0], [0.6, 0.6, -0.2], [0.5, 0.2, 0.9], [-0.2, 0.9, 0.2], [1.8, 1.4, 0.4], [3.5, -4.5, -2.6], [-0.2, -0.3, 0.3], [-0.3, -0.4, -1.6], [0.3, 0.3, 0.7], [0.2, -0.4, -0.8], [-2.2, 0.1, 2.6], [2.3, 2.3, 0.0], [-0.4, 0.4, -1.9], [-0.3, -0.2, -0.2], [-0.1, -2.0, -0.3], [0.4, 1.8, 0.9], [0.4, -0.2, -0.4], [-1.8, 0.5, 0.7], [0.6, 0.7, -0.2], [2.4, -0.3, 1.7], [0.1, -0.1, 0.0], [-2.1, -0.5, 0.3], [0.3, 0.1, -0.3], [0.0, -0.1, 0.1], [0.0, 0.0, 0.1], [-0.2, 0.1, -0.1], [0.2, -0.2, -0.1], [0.1, -0.2, 0.0], [-2.0, 1.0, 1.6], [-0.3, 0.9, -2.6], [-0.1, 0.0, 0.0], [1.7, 1.9, -0.6], [-2.2, 0.7, -1.4], [0.4, 0.1, 0.2], [-0.3, -0.2, -0.2], [1.7, 1.3, 0.5], [0.2, 0.2, 0.2], [-0.1, -0.2, -0.1], [-2.4, -0.8, -0.3], [-2.1, 1.3, 0.9], [0.3, 1.4, 0.4], [0.0, -0.1, 0.2], [0.0, -0.2, 0.1], [-0.1, 0.0, 0.0], [0.3, 0.7, -2.7], [-1.5, -2.2, -0.6], [0.2, -0.3, -0.3], [-0.2, 0.0, -0.1], [0.9, -0.4, -2.2], [-0.1, 0.0, -0.1], [1.3, 0.2, 1.9], [1.3, 1.6, 1.3], [-0.1, -2.3, -0.7], [0.0, -0.1, 0.2], [0.2, 0.0, 0.1], [1.6, 1.3, 1.4], [2.1, 0.9, 1.0], [0.1, -0.2, 0.0], [0.5, 0.3, -2.7], [0.8, -2.2, 0.2], [1.2, -2.1, -0.5], [-0.1, 0.2, 0.0], [-0.2, 1.1, 2.1], [0.0, 0.0, -0.2], [0.1, 0.1, -0.3], [2.2, -0.6, -1.2], [0.0, 0.1, 0.0], [0.2, 0.0, -0.3], [-0.2, -0.3, -0.1], [2.0, 0.6, -1.7], [0.1, 0.1, -0.3], [-0.1, 0.0, -0.1], [0.0, -0.1, 0.0], [0.2, 0.0, 0.0], [-0.3, -0.2, -0.2], [0.2, 0.0, 0.0], [-0.2, 0.1, 0.0], [-0.1, 0.2, -0.1], [0.0, 0.0, 0.2], [0.5, -0.4, -1.8], [1.5, -1.2, 1.4], [1.3, 1.7, 0.1]]
}